Molecular formula: H14O7
Method: DFT, the ωB97M-V functional and the def2-TZVPD basis

Each line ends with the Mulliken charge.
Geometry (Å):
O (0.110185, 0.357165, -0.084224)  -0.8004
H (-0.163144, -0.270562, 0.614585)  0.3849
H (-0.705636, 0.870220, -0.167350)  0.3782
O (2.901575, -0.402261, 0.393116)  -0.6238
H (1.987707, -0.124980, 0.213784)  0.3479
H (3.415930, 0.357453, 0.526063)  0.3195
O (-0.507274, -1.743339, 1.758363)  -0.7005
H (-0.120153, -1.117722, 2.409194)  0.3079
H (0.170180, -2.427444, 1.767717)  0.3322
O (0.447769, 0.601663, -2.977591)  -0.6260
H (0.477171, 0.511333, -2.027602)  0.4057
H (1.364789, 0.401402, -3.279624)  0.3255
O (1.143535, 2.034135, 2.584045)  -0.6064
H (1.133424, 1.121487, 2.436886)  0.2958
H (1.018843, 2.382828, 1.729311)  0.3191
O (-2.371161, 1.207453, -1.231977)  -0.6213
H (-2.157300, 0.366221, -1.598218)  0.2723
H (-2.388484, 1.895973, -1.859891)  0.3196
O (-1.897887, -2.395750, -0.541362)  -0.6232
H (-2.068881, -1.620009, -1.027530)  0.2584
H (-1.791190, -2.005268, 0.362307)  0.3346

Atomic forces in eV per Å
O -0.39 -0.14 0.84
H 0.38 -0.31 -0.57
H -0.08 0.55 -0.42
O -1.42 -1.86 -0.19
H 0.48 0.22 -0.11
H 0.93 1.72 0.27
O 0.89 0.95 1.15
H -0.71 -0.45 -0.22
H -0.05 -0.41 -0.42
O 0.98 -0.08 -0.98
H 0.12 -0.21 0.62
H -1.13 0.21 0.37
O 0.18 1.34 1.77
H 0.15 -2.18 -0.21
H -0.26 0.86 -1.61
O -0.27 -0.27 2.57
H 0.20 -0.43 -1.17
H 0.15 0.76 -1.50
O 0.26 -0.50 2.05
H -0.38 1.14 -1.37
H -0.03 -0.90 -0.87

The highest occupied orbital energy comes out at -11.4 eV. The value obtained for the electronic energy is -14559.6291 eV. The value obtained for the max |F| is 2.60 eV/Å. The value obtained for the relative energy (zero: lowest compared OMol25 entry of this formula, charge and spin) is 42.25 kcal/mol. For the molar mass, the calculation gives 126.10 g mol⁻¹. Its LUMO energy is 0.00037 hartree. The orbital gap is 0.4196 hartree. As for the structure (SMILES): O.O.O.O.O.O.O.

---

Molecular formula: CH2F3OTb
Method: DFT, the ωB97M-V functional and the def2-TZVPD basis

Each line ends with the Löwdin spin population.
Geometry (Å):
H (-0.319047, -0.547461, 0.237122)  -0.0012
Tb (2.712749, -0.011083, -0.907402)  6.0577
O (1.076772, -1.392941, -0.076045)  -0.0276
H (0.935945, -2.321691, -0.270056)  -0.0016
C (-0.808390, 0.776946, 0.148681)  -0.0106
F (-2.098744, 0.346646, 0.028419)  -0.0009
F (-0.669201, 1.224749, 1.424155)  -0.0047
F (-0.830087, 1.924838, -0.584876)  -0.0112

Atomic forces in eV per Å
H 1.07 3.82 -1.63
Tb -1.02 -0.81 0.59
O 0.80 0.62 -0.52
H 0.01 -0.19 0.07
C -1.68 -2.85 1.78
F -0.81 0.15 0.05
F 0.22 0.17 0.14
F 1.42 -0.92 -0.49

The highest occupied orbital energy (spin up / spin down) comes out at -9.6 / -5.9 eV. The value obtained for the electronic energy is -33699.6901 eV. The value obtained for the max |F| is 4.28 eV/Å. For the molar mass, the calculation gives 245.95 g mol⁻¹. Its LUMO energy (spin up / spin down) is -0.01221 / -0.00380 hartree. The expectation value of S² is 12.6386. The orbital gap (spin up / spin down) is 0.3424 / 0.2142 hartree. As for the spin multiplicity: 7.